[1]
{
  "formula": "C12H12Cl3NO2Si",
  "method": "the ωB97M-V functional and the def2-TZVPD basis",
  "gap_ha": 0.319,
  "e_lumo_ha": -0.0317,
  "symbols": ["N", "O", "Cl", "Cl", "Cl", "C", "O", "C", "C", "C", "C", "C", "C", "C", "C", "C", "C", "C", "Si", "H", "H", "H", "H", "H", "H", "H", "H", "H", "H", "H", "H"],
  "positions_angstrom": [[-0.146, 2.431, -4.531], [-0.294, -1.964, -0.247], [0.474, 0.675, 5.515], [2.128, -3.163, 1.020], [-0.792, 1.128, 2.690], [-0.273, 2.489, -3.378], [-0.782, 0.239, 0.036], [-0.149, -0.927, 0.482], [1.165, -1.758, 4.515], [1.540, -2.577, 3.485], [0.532, -0.546, 4.259], [1.192, -2.356, 2.193], [0.194, -0.275, 2.906], [0.493, -1.124, 1.845], [-2.354, 2.334, -2.073], [-0.794, -0.790, -2.692], [1.567, 0.595, -1.433], [-0.881, 2.285, -2.098], [-0.239, 0.568, -1.541], [1.367, -1.972, 5.575], [2.057, -3.504, 3.726], [-2.807, 3.309, -2.191], [-2.696, 1.602, -2.791], [-2.797, 1.937, -1.160], [-0.366, -1.720, -2.419], [-0.528, -0.811, -3.751], [-1.881, -0.943, -2.532], [1.627, 1.205, -0.582], [1.688, -0.486, -1.299], [2.199, 1.177, -2.215], [-0.445, 2.944, -1.312]],
  "lowdin_charge": [0.1701, 0.0062, 0.6635, 0.7716, 0.7558, -0.2711, -0.1345, -0.3967, -0.0898, -0.1331, -0.6491, -0.5908, -0.5809, -0.1274, -0.1121, -0.1327, -0.1233, -0.4021, 0.4767, 0.1225, 0.1184, 0.0863, 0.0829, 0.0808, 0.0083, 0.0492, 0.0571, 0.0173, 0.0465, 0.0983, 0.1321]
}

[2]
{
  "formula": "C12H12F3NO17V",
  "method": "the ωB97M-V functional and the def2-TZVPD basis",
  "gap_ha": [0.085, 0.090],
  "charge": -1,
  "e_lumo_ha": [0.0523, 0.0523],
  "multiplicity": 5,
  "symbols": ["V", "C", "O", "O", "O", "C", "O", "O", "O", "C", "N", "O", "O", "H", "H", "H", "C", "C", "O", "C", "O", "O", "F", "H", "H", "H", "C", "C", "O", "C", "O", "O", "F", "H", "H", "H", "C", "C", "O", "C", "O", "O", "F", "H", "H", "H"],
  "positions_angstrom": [[1.369, 0.170, 2.069], [3.535, 0.383, 3.772], [3.066, -0.681, 3.307], [2.866, 1.278, 3.283], [3.222, 0.362, 4.981], [-0.209, -0.105, 4.432], [-0.021, 0.892, 3.766], [0.476, 0.054, 5.494], [0.275, -1.032, 3.783], [2.164, -4.273, 0.232], [1.572, -3.451, 1.315], [0.803, -4.079, 2.003], [1.720, -2.223, 1.309], [2.996, -3.660, -0.112], [1.437, -4.326, -0.579], [2.510, -5.235, 0.610], [-1.043, 3.854, -1.212], [-1.670, 4.304, 0.076], [-0.898, 3.672, 1.045], [0.085, 2.921, 0.436], [0.812, 2.155, 1.079], [0.106, 3.093, -0.842], [-2.855, 3.805, 0.175], [-0.769, 4.738, -1.787], [-1.691, 3.289, -1.882], [-1.782, 5.380, 0.209], [-3.743, 0.084, -0.738], [-3.091, -1.156, -1.300], [-1.838, -1.285, -0.609], [-1.727, -0.412, 0.367], [-0.716, -0.212, 1.095], [-2.898, 0.340, 0.353], [-2.816, -0.947, -2.612], [-4.754, -0.047, -0.352], [-3.710, 0.958, -1.389], [-3.733, -2.023, -1.153], [0.938, -0.054, -3.862], [0.893, -1.526, -3.426], [1.123, -1.440, -1.996], [1.535, -0.282, -1.650], [1.637, 0.076, -0.465], [1.606, 0.554, -2.800], [1.883, -2.186, -4.064], [-0.093, 0.270, -4.004], [1.489, 0.045, -4.797], [-0.061, -2.038, -3.557]],
  "mulliken_spin": [2.8757, -0.0302, 0.0021, -0.0452, 0.0379, -0.0020, 0.2442, 0.6262, 0.1923, 0.0028, 0.0070, 0.0036, 0.0037, 0.0000, -0.0003, 0.0003, -0.0002, 0.0006, 0.0005, 0.0133, 0.0209, -0.0022, 0.0000, 0.0000, 0.0001, 0.0001, 0.0008, 0.0015, -0.0029, 0.0205, -0.0061, -0.0012, 0.0002, 0.0002, 0.0003, 0.0002, 0.0003, 0.0008, 0.0033, 0.0143, 0.0168, -0.0007, 0.0001, 0.0001, 0.0001, 0.0001]
}

[3]
{
  "formula": "C12H12F4O12",
  "method": "the ωB97M-V functional and the def2-TZVPD basis",
  "gap_ha": 0.399,
  "e_above_lowest_kcal_mol": 50.0,
  "e_lumo_ha": -0.0073,
  "smiles": "O=C1OC[C@@H](F)O1.O=C1OC[C@@H](F)O1.O=C1OC[C@@H](F)O1.O=C1OC[C@@H](F)O1",
  "symbols": ["O", "C", "O", "C", "C", "F", "O", "H", "H", "H", "O", "C", "O", "C", "C", "F", "O", "H", "H", "H", "O", "C", "O", "C", "C", "F", "O", "H", "H", "H", "O", "C", "O", "C", "C", "F", "O", "H", "H", "H"],
  "positions_angstrom": [[-1.672, 0.142, 2.411], [-2.281, -0.666, 1.674], [-1.803, -1.897, 1.280], [-2.666, -2.443, 0.340], [-3.950, -1.594, 0.626], [-4.656, -2.247, 1.567], [-3.373, -0.424, 1.112], [-2.313, -2.216, -0.666], [-2.693, -3.531, 0.395], [-4.644, -1.406, -0.194], [4.321, 2.202, 1.596], [3.382, 1.693, 0.976], [2.071, 1.695, 1.330], [1.239, 1.384, 0.238], [2.215, 0.521, -0.493], [2.066, 0.661, -1.782], [3.467, 1.070, -0.219], [0.375, 0.842, 0.623], [0.837, 2.261, -0.270], [2.186, -0.525, -0.188], [-0.759, -3.147, 4.937], [0.198, -2.962, 4.248], [1.353, -3.748, 4.274], [2.398, -3.127, 3.602], [1.720, -2.007, 2.869], [1.572, -2.305, 1.537], [0.495, -1.834, 3.558], [3.220, -2.721, 4.191], [2.805, -3.764, 2.817], [2.137, -0.999, 2.885], [-0.124, 4.251, -2.182], [-0.318, 3.732, -3.281], [-1.234, 4.190, -4.091], [-1.582, 3.140, -5.005], [-0.233, 2.459, -5.044], [0.459, 3.022, -6.055], [0.337, 2.781, -3.814], [-2.417, 2.579, -4.585], [-1.771, 3.548, -5.998], [-0.363, 1.390, -5.218]],
  "lowdin_charge": [0.1209, -0.5477, 0.0559, -0.0696, -0.2718, 0.0870, 0.1883, 0.1314, 0.1449, 0.1717, 0.1296, -0.4913, 0.0634, -0.0444, -0.3770, 0.1118, 0.1509, 0.1297, 0.1417, 0.1617, 0.1845, -0.4842, 0.0685, -0.0960, -0.2909, 0.0434, 0.1265, 0.1447, 0.1420, 0.1687, 0.1343, -0.6299, 0.0961, -0.0272, -0.3095, 0.0896, 0.1882, 0.1446, 0.1465, 0.1729]
}

[4]
{
  "formula": "C12H12I2N",
  "method": "the ωB97M-V functional and the def2-TZVPD basis",
  "gap_ha": 0.272,
  "e_above_lowest_kcal_mol": 49.4,
  "charge": 1,
  "e_lumo_ha": -0.1568,
  "symbols": ["C", "C", "C", "C", "C", "C", "C", "C", "C", "C", "C", "C", "N", "I", "I", "H", "H", "H", "H", "H", "H", "H", "H", "H", "H", "H", "H"],
  "positions_angstrom": [[-2.898, 0.053, 2.178], [-1.671, -0.402, 2.690], [-2.933, 0.796, 0.990], [-0.565, -0.364, 1.881], [-1.761, 1.825, -0.924], [-0.657, 1.947, -1.680], [-1.738, 0.907, 0.193], [-0.591, 0.196, 0.561], [0.420, 0.162, -0.444], [0.376, 1.110, -1.439], [2.806, -0.827, 0.276], [1.505, -1.117, -0.535], [1.913, -1.394, -1.939], [2.242, 1.580, -2.711], [0.420, -2.998, 0.119], [-3.656, 0.109, 2.921], [-1.713, -0.707, 3.807], [-3.804, 1.361, 0.775], [0.435, -0.735, 2.232], [-2.812, 2.160, -1.200], [-0.564, 2.686, -2.436], [3.633, -1.155, -0.333], [2.953, 0.273, 0.301], [2.851, -1.171, 1.286], [1.044, -1.613, -2.498], [2.340, -0.506, -2.296], [2.424, -2.177, -1.772]],
  "lowdin_charge": [-0.0536, -0.0713, 0.0139, -0.1044, 0.0107, -0.1711, -0.1480, -0.1941, -0.1790, -0.4367, -0.0723, -0.6950, 0.0746, 0.9782, 0.9494, 0.0997, 0.1525, 0.1044, 0.1054, 0.1555, 0.0914, 0.0794, 0.0930, 0.0738, 0.1752, -0.1031, 0.0714]
}

[5]
{
  "formula": "C12H12IOP",
  "method": "the ωB97M-V functional and the def2-TZVPD basis",
  "gap_ha": [0.243, 0.199],
  "e_lumo_ha": [0.0145, -0.1196],
  "multiplicity": 3,
  "symbols": ["C", "C", "C", "C", "C", "C", "C", "C", "C", "C", "C", "C", "O", "P", "I", "H", "H", "H", "H", "H", "H", "H", "H", "H", "H", "H", "H"],
  "positions_angstrom": [[0.437, 4.339, 0.505], [1.430, 3.634, 1.129], [-0.280, 3.889, -0.619], [1.771, 2.423, 0.620], [0.125, 2.641, -1.127], [1.156, 1.896, -0.467], [-0.561, -2.122, 1.454], [0.173, -1.087, 0.765], [-1.136, -2.989, 0.653], [0.537, -1.074, -0.527], [-0.870, -3.189, -0.817], [0.319, -2.331, -1.284], [1.391, 0.233, -2.677], [1.307, 0.316, -1.212], [4.316, -0.699, -0.150], [0.180, 5.355, 0.826], [2.139, 3.941, 1.930], [-1.009, 4.419, -1.134], [2.480, 1.884, 1.236], [-0.495, 2.233, -1.978], [-0.728, -2.179, 2.477], [0.261, -0.194, 1.397], [-1.936, -3.706, 0.947], [-0.564, -4.276, -1.029], [-1.851, -3.048, -1.338], [0.309, -2.182, -2.369], [1.236, -2.859, -1.145]],
  "mulliken_spin": [0.0119, 0.0014, -0.0055, 0.0138, 0.0089, -0.0325, -0.0582, 0.2378, 0.1549, -0.0669, -0.0154, 0.0115, 0.1582, 0.5644, 0.9899, 0.0012, 0.0000, 0.0018, -0.0187, 0.0008, -0.0024, 0.0212, 0.0096, 0.0078, 0.0081, 0.0008, -0.0044]
}

[6]
{
  "formula": "C12H12N2O3P2",
  "method": "the ωB97M-V functional and the def2-TZVPD basis",
  "gap_ha": 0.261,
  "charge": 2,
  "e_lumo_ha": -0.3135,
  "symbols": ["C", "C", "N", "C", "C", "C", "C", "C", "C", "N", "P", "P", "O", "O", "O", "C", "C", "C", "C", "H", "H", "H", "H", "H", "H", "H", "H", "H", "H", "H", "H"],
  "positions_angstrom": [[7.772, 1.327, 1.041], [6.620, 0.589, 0.635], [5.130, 0.244, 0.422], [4.389, -0.462, 1.564], [2.762, -0.829, 1.443], [2.015, -0.394, 0.050], [0.415, -0.600, -0.298], [-0.644, 0.215, 0.702], [-2.253, 0.111, 0.405], [-2.787, -0.703, -0.770], [-4.551, -0.784, -1.136], [-5.762, 0.040, 0.479], [-5.571, -0.910, 1.738], [-7.448, 0.077, -0.067], [-5.379, 1.723, 0.876], [-1.856, -1.499, -1.709], [-0.195, -1.487, -1.535], [2.918, 0.330, -1.157], [4.510, 0.630, -0.902], [8.656, 2.032, 1.426], [5.003, -0.720, 2.542], [2.162, -1.350, 2.308], [-0.242, 0.861, 1.618], [-2.985, 0.709, 1.112], [-4.714, 0.170, -2.241], [-7.450, 0.850, -0.733], [-6.238, 2.244, 1.025], [-2.271, -2.138, -2.628], [0.525, -2.072, -2.248], [2.368, 0.632, -2.172], [5.101, 1.162, -1.791]],
  "lowdin_charge": [0.1896, -0.0519, -0.0951, 0.1054, 0.0786, -0.0846, -0.0835, 0.0716, 0.0382, -0.3439, 0.8627, 0.4921, -0.3743, -0.2143, -0.2711, 0.0337, 0.0678, 0.0681, 0.0702, 0.1204, 0.1633, 0.1309, 0.1364, 0.1320, -0.0306, 0.0972, 0.1070, 0.1517, 0.1267, 0.1352, 0.1705]
}

[7]
{
  "formula": "C12H12O2",
  "method": "the ωB97M-V functional and the def2-TZVPD basis",
  "gap_ha": 0.337,
  "e_above_lowest_kcal_mol": 18.1,
  "e_lumo_ha": 0.0282,
  "smiles": "Oc1ccccc1.Oc1ccccc1",
  "symbols": ["O", "C", "C", "C", "C", "C", "C", "H", "H", "H", "H", "H", "H", "O", "C", "C", "C", "C", "C", "C", "H", "H", "H", "H", "H", "H"],
  "positions_angstrom": [[-3.419, -0.505, 1.779], [-2.734, -0.198, 0.697], [-2.162, -1.167, -0.064], [-1.559, -0.867, -1.306], [-1.306, 0.492, -1.678], [-1.895, 1.533, -0.833], [-2.541, 1.188, 0.366], [-3.244, 0.153, 2.495], [-2.361, -2.204, 0.237], [-1.226, -1.743, -1.878], [-0.798, 0.603, -2.644], [-1.662, 2.578, -1.075], [-3.122, 1.931, 0.929], [1.667, -2.371, 1.278], [1.907, -1.148, 0.705], [2.765, -0.190, 1.313], [3.057, 0.990, 0.694], [2.448, 1.307, -0.584], [1.457, 0.442, -1.093], [1.277, -0.822, -0.512], [2.505, -2.806, 1.568], [3.228, -0.310, 2.302], [3.697, 1.673, 1.268], [2.610, 2.322, -0.969], [0.859, 0.607, -1.999], [0.550, -1.488, -0.995]],
  "lowdin_charge": [0.0549, -0.3830, -0.0309, -0.1093, -0.1150, -0.0579, -0.0174, 0.1375, 0.1278, 0.1089, 0.0949, 0.1012, 0.1115, 0.0173, -0.2992, -0.0571, -0.0993, -0.0659, -0.0962, -0.0229, 0.1264, 0.1138, 0.1030, 0.0933, 0.0738, 0.0896]
}

[8]
{
  "formula": "C12H13AsF6NO6RuS4",
  "method": "the ωB97M-V functional and the def2-TZVPD basis",
  "gap_ha": [0.266, 0.257],
  "e_above_lowest_kcal_mol": 16.4,
  "e_lumo_ha": [-0.0437, -0.0623],
  "multiplicity": 2,
  "symbols": ["Ru", "F", "C", "F", "F", "S", "O", "O", "N", "S", "O", "O", "C", "F", "F", "F", "O", "C", "O", "C", "C", "C", "C", "C", "C", "S", "H", "H", "H", "H", "C", "As", "C", "C", "S", "H", "H", "H", "H", "H", "H", "H", "H", "H"],
  "positions_angstrom": [[0.122, -0.355, 1.234], [3.177, 0.037, 2.788], [3.164, 1.211, 2.160], [2.070, 1.876, 2.525], [4.228, 1.909, 2.514], [3.188, 0.921, 0.332], [2.248, -0.176, 0.082], [4.560, 0.698, 0.034], [2.635, 2.261, -0.266], [1.166, 2.374, -0.834], [0.177, 1.489, -0.204], [1.109, 2.433, -2.261], [0.714, 4.051, -0.226], [1.454, 4.962, -0.839], [0.894, 4.141, 1.085], [-0.568, 4.260, -0.507], [-3.169, -1.651, 0.817], [-2.644, -0.771, 1.456], [-1.745, 0.088, 0.953], [-2.964, -0.492, 2.882], [-4.257, -0.238, 3.316], [-4.489, 0.073, 4.646], [-3.431, 0.104, 5.548], [-2.140, -0.161, 5.122], [-1.902, -0.441, 3.779], [-0.233, -0.783, 3.296], [-5.073, -0.291, 2.607], [-5.494, 0.288, 4.983], [-3.613, 0.334, 6.590], [-1.314, -0.147, 5.822], [-1.630, -0.876, -1.960], [-0.074, -1.929, -1.615], [-0.507, -3.619, -2.419], [1.334, -1.223, -2.708], [0.330, -2.508, 0.435], [-1.835, -1.021, -3.022], [-1.442, 0.170, -1.734], [-2.434, -1.250, -1.332], [-0.691, -3.480, -3.483], [-1.397, -4.005, -1.928], [0.317, -4.314, -2.268], [1.085, -1.517, -3.727], [2.288, -1.646, -2.403], [1.368, -0.138, -2.626]],
  "mulliken_spin": [0.6669, 0.0003, 0.0064, -0.0005, 0.0000, 0.0025, -0.0023, -0.0001, -0.0013, 0.0076, 0.0134, 0.0028, 0.0004, 0.0001, 0.0003, 0.0001, 0.0022, -0.0010, -0.0032, 0.0203, -0.0137, 0.0375, -0.0220, 0.0426, -0.0324, 0.2702, -0.0001, 0.0026, -0.0009, 0.0020, 0.0106, 0.0155, 0.0066, 0.0033, -0.0299, -0.0006, -0.0038, -0.0015, 0.0006, 0.0001, -0.0006, -0.0003, 0.0004, -0.0013]
}

| no. | maximum force (hartree/bohr) | energy (a.u.) |
| --- | --- | --- |
| 1 | 0.0988 | -2339.77828 |
| 2 | 0.2532 | -3041.48185 |
| 3 | 0.1565 | -1766.80845 |
| 4 | 0.0930 | -1114.29267 |
| 5 | 0.0787 | -1178.62953 |
| 6 | 0.2039 | -1481.14549 |
| 7 | 0.0721 | -614.88812 |
| 8 | 0.0245 | -5493.85273 |